(1)
Below is a cluster of 2 separate species, C2H9N3O in total at a distorted geometry, with properties calculated with ωB97M-V with the def2-TZVPD basis set.

```
15
Properties=species:S:1:pos:R:3:forces:R:3
C -1.408 -0.316 -0.297 0.738 2.421 0.017
C 1.571 0.320 -0.231 0.454 1.814 -1.487
N -1.648 -1.542 -0.188 0.453 -4.938 -0.626
N -2.087 0.777 -0.205 -2.212 -3.876 2.140
N 2.872 0.053 0.331 3.224 -2.692 2.129
O -3.402 0.645 0.290 0.014 -0.769 -1.272
H 1.582 0.310 -1.333 -0.145 -0.910 0.514
H 1.280 1.323 0.064 -0.556 -0.270 0.623
H -0.767 -2.267 -0.108 -3.102 2.275 -0.203
H -2.607 -1.989 -0.468 1.997 0.988 0.772
H -1.836 1.665 -0.411 1.271 3.337 -1.188
H 3.321 -0.952 0.236 -1.825 1.585 0.319
H 3.051 0.327 1.354 -0.889 -0.478 -1.452
H 3.658 0.508 -0.132 -0.096 1.041 -0.686
H -3.581 1.137 1.101 0.675 0.473 0.399
```
Positions in Å, forces in eV/Å.

Spin multiplicity: 1
Energy: -8713.79382 eV
Net charge: +2
Strongest force on any atom: 5.00 eV Å⁻¹

=====

(2)
Below is the molecule C3H4P2 at a distorted geometry, with properties calculated with ωB97M-V with the def2-TZVPD basis set.

```
9
Properties=species:S:1:pos:R:3:forces:R:3
C 0.391 2.373 -0.398 -0.174 -0.176 0.829
C -0.764 -0.672 -0.405 2.679 4.385 0.823
C 0.259 -1.251 0.570 -0.327 2.090 0.142
P -0.701 1.062 -0.951 -1.685 -2.931 -0.733
P 0.724 3.888 -0.204 0.031 -1.238 -0.126
H -1.338 -1.409 -0.927 -0.848 0.321 -0.423
H 1.043 -0.416 0.748 -0.865 -1.878 -0.355
H 0.567 -2.117 -0.018 0.818 -0.242 0.970
H -0.182 -1.457 1.586 0.371 -0.331 -1.128
```
Positions in Å, forces in eV/Å.

Spin multiplicity: 1
Energy: -21749.23309 eV
Strongest force on any atom: 5.20 eV Å⁻¹
SMILES: C/C=P\C#P

=====

(3)
Below is a structure of composition C2H3NiO2 at a distorted geometry, with properties calculated with ωB97M-V with the def2-TZVPD basis set.

```
8
Properties=species:S:1:pos:R:3:forces:R:3
O 1.340 -1.950 -0.482 1.091 0.451 0.358
Ni 1.444 -0.063 -0.613 -0.384 -0.224 1.267
O 2.570 -1.330 0.144 -0.944 -0.190 -0.848
C -1.250 0.325 0.410 0.690 0.823 0.382
C -0.189 0.986 -0.129 -0.706 -0.488 -0.545
H -2.297 0.569 0.175 0.272 0.231 0.302
H -1.111 -0.388 1.234 -0.004 -0.300 -0.792
H -0.507 1.851 -0.739 -0.014 -0.302 -0.124
```
Positions in Å, forces in eV/Å.

Spin multiplicity: 3
Energy: -47255.84597 eV
Net charge: -1
Strongest force on any atom: 1.34 eV Å⁻¹
<S²>: 2.0125

=====

(4)
Below is a structure of composition C47H58AsBN6PPbS3Se3Te at a distorted geometry, with properties calculated with ωB97M-V with the def2-TZVPD basis set.

```
122
Properties=species:S:1:pos:R:3:forces:R:3
Pb 2.505 -0.054 1.964 -0.087 0.751 -0.334
C 1.472 -3.099 6.824 -0.047 0.153 -0.010
C 1.458 -1.581 7.014 0.594 -0.331 0.315
C 2.829 -0.984 6.687 -0.038 -0.038 -0.006
C 1.098 -1.252 8.464 -0.006 -0.013 -0.219
N 0.452 -0.987 6.118 -0.252 0.248 -0.490
C -0.650 -0.287 6.532 -0.616 0.399 0.024
C -1.277 0.186 5.432 -0.094 -0.040 0.469
N -0.581 -0.232 4.335 0.149 -0.266 0.406
B -0.876 0.255 2.912 0.391 -0.043 -0.385
N -0.970 1.786 2.958 0.072 0.536 0.003
C -2.038 2.585 2.670 -0.239 0.377 -0.023
C -1.594 3.859 2.554 -0.679 -0.154 0.026
N -0.241 3.847 2.767 -0.151 -0.660 -0.098
C 0.117 2.572 3.020 0.174 -0.150 0.226
S 1.665 2.045 3.516 0.345 -0.160 0.422
C 0.678 4.988 2.691 0.507 0.442 0.101
C -0.048 6.211 2.134 -0.020 -0.234 0.080
C 1.835 4.619 1.751 0.038 0.114 0.066
C 1.167 5.288 4.107 -0.031 -0.018 -0.069
N -2.113 -0.411 2.339 -0.232 -0.108 -0.037
C -2.865 -1.427 2.870 -0.392 -0.595 0.105
C -3.622 -1.953 1.883 -0.038 -0.255 0.689
N -3.354 -1.259 0.725 0.271 0.188 0.520
C -2.417 -0.324 1.022 0.242 0.886 -0.529
S -1.718 0.824 0.019 0.174 0.359 -0.342
C -3.790 -1.618 -0.629 -0.067 -0.071 -0.676
C -2.557 -2.139 -1.370 -0.102 0.128 -0.014
C -4.845 -2.721 -0.562 0.167 0.153 0.099
C -4.395 -0.399 -1.329 0.025 -0.039 0.031
C 0.468 -0.941 4.770 0.163 -0.108 -0.553
S 1.587 -1.766 3.754 0.103 -0.526 -0.041
H 2.237 -3.524 7.467 0.072 -0.097 0.094
H 1.706 -3.355 5.795 0.024 -0.079 -0.005
H 0.510 -3.535 7.085 -0.080 -0.027 0.050
H 3.552 -1.325 7.422 0.064 -0.022 0.139
H 2.798 0.104 6.703 -0.039 0.093 0.058
H 3.170 -1.303 5.708 0.062 0.022 0.001
H 1.850 -1.691 9.111 0.075 -0.053 0.027
H 0.133 -1.671 8.742 -0.062 -0.041 0.066
H 1.091 -0.177 8.637 0.004 0.072 0.041
H -0.919 -0.177 7.558 -0.014 0.036 0.205
H -2.160 0.782 5.342 -0.180 0.159 0.036
H 0.044 -0.006 2.189 0.024 -0.059 0.068
H -3.023 2.185 2.551 -0.178 -0.041 -0.111
H -2.138 4.749 2.329 -0.090 0.164 -0.055
H -0.436 6.021 1.136 -0.068 -0.010 -0.145
H 0.661 7.033 2.073 0.063 0.026 0.007
H -0.860 6.525 2.784 -0.136 0.056 0.062
H 2.224 5.513 1.274 0.047 0.178 -0.062
H 1.478 3.939 0.981 0.026 0.012 -0.063
H 2.642 4.132 2.286 0.045 0.031 -0.038
H 0.322 5.525 4.750 -0.094 0.100 0.085
H 1.847 6.133 4.093 0.111 0.161 0.000
H 1.686 4.430 4.523 0.056 0.018 0.040
H -2.789 -1.720 3.897 -0.042 -0.061 0.185
H -4.322 -2.761 1.934 -0.111 -0.074 -0.023
H -2.139 -2.994 -0.841 0.021 -0.146 0.005
H -1.792 -1.367 -1.410 0.011 0.052 -0.020
H -2.816 -2.445 -2.380 -0.088 -0.033 -0.105
H -4.435 -3.637 -0.142 -0.009 -0.121 0.067
H -5.186 -2.942 -1.570 0.020 0.014 -0.107
H -5.706 -2.401 0.020 -0.118 -0.022 0.082
H -3.685 0.422 -1.386 -0.056 -0.072 -0.019
H -5.277 -0.055 -0.795 -0.153 0.033 0.093
H -4.696 -0.676 -2.335 -0.059 -0.112 -0.152
Se 1.093 -1.342 -0.216 0.113 -0.335 -0.262
Se 3.621 -4.438 -0.377 -0.196 0.178 0.696
Te 3.440 -3.648 1.855 0.895 0.031 -0.986
Se 4.972 -1.766 2.006 -0.368 -0.769 0.175
C 0.737 -1.039 -3.424 0.213 0.277 0.446
C 1.441 -2.323 -3.785 -0.084 -0.112 -0.185
As 0.691 -3.148 -5.463 0.038 0.250 0.109
C 0.169 -1.455 -6.330 0.028 -0.173 -0.062
C 1.026 -0.946 -7.301 0.165 -0.287 0.090
C 0.762 0.261 -7.927 -0.004 0.146 -0.056
C -0.369 0.984 -7.586 0.067 0.042 -0.047
C -1.231 0.492 -6.619 -0.078 0.065 0.009
C -0.966 -0.719 -6.004 -0.153 -0.098 0.133
C -1.070 -3.727 -4.819 0.095 -0.041 -0.021
C -2.185 -3.613 -5.647 0.189 0.157 -0.149
C -3.408 -4.133 -5.264 -0.092 0.006 -0.076
C -3.535 -4.805 -4.060 0.003 -0.102 0.037
C -2.424 -4.969 -3.251 -0.070 -0.073 0.028
C -1.204 -4.435 -3.630 0.272 0.074 0.055
P 1.481 -0.165 -1.996 -0.093 0.194 -0.105
C 0.754 1.505 -2.052 0.148 -0.418 0.042
C 1.435 2.574 -1.484 0.015 -0.078 -0.012
C 0.915 3.853 -1.589 0.131 0.091 0.036
C -0.294 4.062 -2.233 -0.035 -0.059 -0.002
C -0.989 2.990 -2.764 -0.061 0.063 -0.048
C -0.468 1.713 -2.682 0.150 -0.056 -0.048
C 3.252 0.103 -2.318 -0.431 -0.096 0.127
C 4.219 -0.483 -1.515 -0.171 -0.127 0.048
C 5.554 -0.177 -1.707 0.080 0.078 -0.017
C 5.921 0.706 -2.708 0.024 -0.011 0.019
C 4.959 1.265 -3.537 -0.058 0.050 -0.086
C 3.624 0.964 -3.349 -0.097 -0.105 0.013
H -0.308 -1.235 -3.169 -0.008 0.138 -0.040
H 0.777 -0.317 -4.247 -0.062 -0.076 0.150
H 1.373 -3.042 -2.964 0.004 -0.073 -0.117
H 2.501 -2.128 -3.963 -0.019 -0.154 -0.117
H 1.911 -1.512 -7.567 0.020 0.027 -0.074
H 1.435 0.637 -8.686 0.040 -0.008 -0.025
H -0.584 1.923 -8.076 0.006 0.047 -0.024
H -2.113 1.057 -6.347 -0.052 -0.020 0.005
H -1.659 -1.097 -5.261 -0.003 0.035 0.016
H -2.088 -3.109 -6.602 -0.094 -0.024 0.022
H -4.261 -4.027 -5.917 -0.089 0.016 -0.067
H -4.489 -5.222 -3.768 -0.055 -0.015 0.022
H -2.509 -5.515 -2.321 0.021 -0.028 0.067
H -0.342 -4.578 -2.991 0.028 -0.020 0.100
H 2.380 2.402 -0.980 0.043 0.092 -0.016
H 1.463 4.689 -1.181 0.019 0.063 0.024
H -0.704 5.056 -2.331 0.023 0.126 0.047
H -1.941 3.154 -3.242 -0.123 -0.017 -0.085
H -1.016 0.887 -3.105 -0.085 -0.071 -0.044
H 3.931 -1.194 -0.751 -0.025 0.007 0.066
H 6.297 -0.619 -1.062 0.118 -0.090 0.046
H 6.958 0.963 -2.851 0.157 0.014 -0.009
H 5.247 1.949 -4.320 0.041 0.021 -0.088
H 2.867 1.387 -3.996 -0.016 0.160 -0.023
```
Positions in Å, forces in eV/Å.

Spin multiplicity: 1
Energy: -370511.45180 eV
Net charge: +1
Strongest force on any atom: 1.33 eV Å⁻¹

=====

(5)
Below is a structure of composition C32H24BN10OPtS3 at a distorted geometry, with properties calculated with ωB97M-V with the def2-TZVPD basis set.

```
72
Properties=species:S:1:pos:R:3:forces:R:3
Pt 1.278 -0.116 -0.989 -2.163 -0.064 1.097
C 0.177 -3.123 1.838 0.120 0.087 -0.081
C 1.152 -2.272 1.329 0.094 -0.148 0.145
N 0.775 -1.862 0.118 0.316 1.154 -0.613
N -0.424 -2.388 -0.160 -0.069 -0.197 0.138
C -0.804 -3.169 0.863 0.072 0.018 0.103
B -1.107 -2.183 -1.533 -0.501 -0.210 0.115
N 0.010 -2.294 -2.609 -0.055 -0.081 -0.051
C 0.042 -2.932 -3.790 0.152 0.095 -0.113
C 1.242 -2.660 -4.423 0.043 0.070 0.094
C 1.917 -1.806 -3.563 0.028 -0.091 -0.238
N 1.164 -1.607 -2.483 1.221 1.368 0.516
N -1.613 -0.725 -1.658 -0.326 -0.021 0.011
C -2.831 -0.188 -1.834 0.012 0.106 -0.033
C -2.686 1.168 -2.069 0.187 0.050 0.030
C -1.317 1.397 -2.028 -0.165 0.094 -0.074
N -0.688 0.245 -1.798 1.060 -0.503 0.505
N -2.198 -3.210 -1.665 0.379 0.094 -0.298
C -2.103 -4.520 -2.033 -0.030 -0.151 0.020
C -3.301 -5.121 -1.760 -0.004 0.030 0.130
C -4.083 -4.097 -1.188 0.155 -0.073 -0.003
N -3.414 -2.963 -1.117 -0.200 0.243 0.054
H 0.198 -3.644 2.778 -0.020 -0.023 -0.005
H 2.101 -1.980 1.751 -0.024 0.065 0.014
H -1.736 -3.710 0.840 -0.016 -0.003 -0.103
H -0.789 -3.528 -4.126 -0.036 -0.031 0.096
H 1.589 -3.027 -5.373 -0.042 -0.033 -0.011
H 2.886 -1.348 -3.672 -0.019 0.063 0.074
H -3.713 -0.802 -1.793 0.043 -0.096 0.027
H -3.459 1.890 -2.260 -0.025 -0.026 -0.039
H -0.779 2.314 -2.198 -0.016 0.017 0.074
H -1.196 -4.940 -2.433 0.010 0.002 0.000
H -3.577 -6.149 -1.916 0.026 0.001 -0.072
H -5.096 -4.152 -0.823 -0.022 0.030 -0.003
S 3.453 0.067 0.071 -0.946 -0.601 -0.779
C 4.191 1.376 -0.738 -0.189 -0.181 0.029
C 5.567 1.594 -0.548 0.232 0.137 0.095
C 6.180 2.677 -1.127 -0.138 -0.131 0.118
C 7.579 2.900 -0.938 0.095 -0.006 -0.021
N 8.704 3.081 -0.795 -0.002 -0.013 0.022
C 5.422 3.599 -1.918 -0.388 -0.054 -0.017
C 4.076 3.400 -2.107 0.257 0.225 0.020
C 3.440 2.285 -1.535 -0.255 -0.041 -0.099
S 1.762 2.112 -1.778 0.141 -1.363 -0.012
C 6.054 4.730 -2.519 0.071 0.074 -0.069
N 6.534 5.644 -3.022 0.009 -0.007 0.023
H 6.142 0.910 0.061 0.013 -0.020 -0.036
H 3.502 4.101 -2.699 0.030 -0.011 -0.041
O -0.004 0.745 0.730 0.453 0.137 -1.517
S 0.070 0.994 2.228 0.095 0.072 1.172
C -1.200 -0.062 2.911 0.260 0.099 -0.217
C -2.362 -0.291 2.190 -0.082 0.003 0.010
C -3.332 -1.106 2.750 -0.014 -0.006 -0.083
C -3.130 -1.676 4.002 0.067 0.004 0.062
C -1.954 -1.441 4.704 -0.031 -0.026 -0.007
C -0.969 -0.635 4.152 0.068 0.035 -0.018
C -0.692 2.602 2.456 0.158 -0.126 -0.229
C -1.124 3.317 1.353 -0.055 -0.038 -0.002
C -1.711 4.558 1.558 0.022 0.033 0.025
C -1.837 5.065 2.843 -0.003 0.015 -0.017
C -1.392 4.332 3.937 0.039 -0.021 0.005
C -0.803 3.092 3.748 0.003 -0.075 0.020
H -2.505 0.154 1.213 0.000 0.045 0.012
H -4.250 -1.288 2.208 0.000 -0.033 0.006
H -3.893 -2.308 4.437 -0.018 0.011 -0.009
H -1.799 -1.886 5.677 -0.015 -0.014 0.000
H -0.037 -0.460 4.675 -0.012 0.010 0.024
H -1.012 2.906 0.359 -0.024 -0.012 0.003
H -2.071 5.127 0.711 0.027 0.029 0.006
H -2.273 6.043 2.997 -0.055 -0.023 -0.002
H -1.501 4.724 4.938 0.024 0.028 -0.004
H -0.443 2.518 4.593 -0.022 0.011 0.024
```
Positions in Å, forces in eV/Å.

Spin multiplicity: 2
Energy: -86935.63375 eV
Net charge: +2
Strongest force on any atom: 2.43 eV Å⁻¹
<S²>: 0.7818

=====

(6)
Below is a structure of composition C5H4N2NdO5 at a distorted geometry, with properties calculated with ωB97M-V with the def2-TZVPD basis set.

```
17
Properties=species:S:1:pos:R:3:forces:R:3
Nd 0.165 -0.941 -1.262 -0.052 2.399 6.671
O -0.896 5.052 -1.904 0.589 -3.270 -0.275
C -0.694 3.928 -1.990 -0.561 3.109 0.283
C 2.343 -1.563 -1.810 9.729 -0.525 -2.379
O 3.476 -1.526 -2.088 -6.431 -0.368 1.576
C -1.677 -2.221 -1.796 -10.049 -4.969 -2.553
O -2.737 -2.665 -2.048 6.876 2.774 1.621
C 0.012 -0.078 -3.445 -0.364 2.207 -9.491
O -0.020 0.105 -4.593 0.146 -0.878 6.224
N 1.168 0.049 2.827 -2.453 -0.087 -0.413
C 0.004 -0.066 2.159 0.916 0.109 1.645
N -1.158 0.060 2.777 1.019 -0.094 -0.161
O 0.039 -0.347 0.918 0.137 -0.867 -4.195
H 1.015 0.145 3.817 1.158 0.167 0.337
H 2.060 -0.065 2.377 0.081 0.029 0.344
H -2.045 -0.031 2.286 0.337 0.087 0.573
H -1.057 0.164 3.775 -1.078 0.176 0.192
```
Positions in Å, forces in eV/Å.

Spin multiplicity: 4
Energy: -33710.87177 eV
Net charge: +3
Strongest force on any atom: 11.50 eV Å⁻¹
<S²>: 3.7532